Computed, not measured: C37H55BN7OP2S3Tm as an isolated structure at a distorted geometry, with the ωB97M-V functional and the def2-TZVPD basis.

Geometry as XYZ:
```
107
Properties=species:S:1:pos:R:3:forces:R:3
Tm -2.750489 -0.437243 -0.378046 1.1 -0.1 -0.6
C 0.803413 -4.371415 -1.368357 0.0 -0.3 -0.1
C 1.168917 -3.042481 -0.819562 0.2 0.5 0.2
C 2.307469 -2.857196 -0.069758 -0.4 0.3 -0.2
C 2.621902 -1.568563 0.425489 -0.1 -0.3 -0.3
N 1.942254 -0.533952 0.003264 0.2 0.5 0.1
N 0.870878 -0.674648 -0.780728 0.2 -1.4 0.0
B 0.477856 0.689098 -1.334173 0.2 -0.2 1.2
N 0.743283 1.788875 -0.318660 -0.3 0.5 1.0
N 1.706451 2.642399 -0.643484 0.4 -0.1 -0.7
C 2.147401 3.524906 0.226081 -0.4 0.0 0.5
C 1.551727 3.610053 1.505968 -0.3 -0.4 -0.2
C 0.520716 2.767483 1.848260 0.3 0.0 -0.5
C -0.152308 2.837093 3.166992 -0.1 0.0 0.2
C 0.131874 1.799941 0.884687 0.3 0.4 -0.3
S -1.037716 0.606135 1.327980 -0.6 -0.5 -0.1
C 3.310125 4.392938 -0.183261 0.3 0.0 -0.3
C 4.556690 3.489883 -0.191865 -0.1 0.1 0.0
C 3.541605 5.556661 0.781513 -0.1 -0.2 -0.1
C 3.052665 4.930885 -1.593876 0.0 0.0 0.2
N -0.629459 0.883758 -2.355391 -0.7 0.6 -1.0
N 0.650014 0.951168 -2.785658 0.1 0.1 -0.7
C 1.006935 1.234424 -4.015412 -0.2 0.0 -0.1
C -0.071403 1.532270 -4.894111 -0.5 -0.1 0.3
C -1.383413 1.583002 -4.479689 0.7 -0.2 0.3
C -2.478591 2.009374 -5.365351 -0.4 0.1 -0.3
C -1.681115 1.223817 -3.105886 0.8 -0.2 0.4
S -3.259966 1.223696 -2.480716 -0.4 -0.4 0.6
C 2.436500 1.268851 -4.444836 0.4 0.0 -0.1
C 2.642194 0.228225 -5.561058 -0.1 0.0 0.2
C 3.365805 0.959998 -3.272290 -0.2 0.1 -0.1
C 2.718216 2.676540 -5.004109 -0.1 -0.1 0.1
C 0.362474 -1.894519 -1.087442 0.5 0.4 0.0
S -1.191041 -2.058889 -1.816738 -0.7 0.1 0.1
C 3.686614 -1.294790 1.459298 0.1 0.2 0.3
C 2.921846 -0.967024 2.756983 0.1 0.0 -0.2
C 4.513010 -0.074698 1.040563 -0.2 -0.2 0.0
C 4.597381 -2.496513 1.701689 -0.1 0.1 -0.1
H 1.225986 -5.176461 -0.773440 0.0 0.0 0.0
H 1.217040 -4.459364 -2.375511 0.0 0.0 -0.1
H -0.271278 -4.496023 -1.457385 0.0 -0.1 0.0
H 2.959778 -3.690244 0.138453 0.0 -0.1 0.1
H 1.899622 4.340300 2.217478 0.1 0.1 0.1
H 0.213067 3.681234 3.743302 0.0 0.0 0.0
H 0.022655 1.921535 3.730336 0.0 -0.1 0.1
H -1.228861 2.937392 3.037143 -0.1 0.0 0.0
H 4.765825 3.106665 0.803912 0.1 -0.1 0.1
H 5.413153 4.074090 -0.513273 0.1 0.1 0.0
H 4.434045 2.652947 -0.874179 0.0 -0.1 -0.1
H 3.868880 5.213929 1.760229 0.0 0.0 0.1
H 2.652208 6.172901 0.889739 -0.1 0.1 0.0
H 4.330784 6.188553 0.384769 0.1 0.0 0.0
H 2.916427 4.111253 -2.292343 0.0 0.0 -0.1
H 3.899408 5.525924 -1.918312 0.1 0.1 0.0
H 2.168604 5.563408 -1.605823 -0.1 0.1 -0.1
H 0.156704 1.758989 -5.924051 0.1 0.0 -0.1
H -2.132537 2.179443 -6.380746 0.0 0.0 0.0
H -2.915267 2.937228 -4.988637 0.0 0.1 0.0
H -3.292369 1.282030 -5.375825 0.0 -0.1 0.0
H 2.440682 -0.777201 -5.200969 0.0 -0.2 0.0
H 3.678611 0.273390 -5.883747 0.1 0.0 0.0
H 2.019305 0.423412 -6.427995 -0.1 0.0 -0.1
H 3.232991 -0.063764 -2.930026 0.0 -0.2 0.1
H 3.185998 1.637287 -2.441360 0.1 0.1 0.1
H 4.397472 1.070749 -3.592401 0.1 0.0 0.0
H 2.169888 2.866375 -5.921107 -0.1 0.0 -0.1
H 3.776128 2.759906 -5.232995 0.1 0.0 0.0
H 2.463786 3.446283 -4.280295 0.0 0.1 0.0
H 2.293427 -0.090110 2.618103 -0.1 0.1 0.0
H 3.637805 -0.766162 3.547489 0.1 0.0 0.1
H 2.297887 -1.803891 3.066382 -0.1 -0.1 0.1
H 3.859652 0.770338 0.848730 0.0 0.2 0.0
H 5.087692 -0.288141 0.144762 0.1 0.0 -0.2
H 5.204543 0.185010 1.835283 0.1 0.0 0.1
H 4.049543 -3.347717 2.100179 0.0 -0.1 0.0
H 5.352610 -2.230196 2.435210 0.1 0.0 0.1
H 5.117989 -2.793523 0.795622 0.1 -0.1 -0.1
C -6.698618 -1.157951 0.532774 0.2 -0.1 0.1
P -5.361382 -1.262408 1.728300 -0.3 0.5 0.9
C -4.947076 0.395875 2.394172 -0.3 -0.5 -0.1
C -5.711545 -2.484682 3.014838 0.0 0.4 -0.3
C -6.990547 -2.588966 3.554350 0.2 0.1 -0.1
C -7.295897 -3.617972 4.434628 0.1 -0.1 0.1
C -6.327850 -4.551249 4.780784 -0.1 0.1 0.0
C -5.040480 -4.435446 4.277380 0.1 0.1 -0.1
C -4.726623 -3.406749 3.394470 0.5 -0.1 -0.2
P -3.039850 -3.349270 2.762343 0.1 -0.1 -0.3
C -2.630710 -4.819438 1.795390 -0.2 0.3 0.3
C -1.810446 -2.928602 4.011646 -0.3 -0.3 -0.1
H -7.548650 -0.629119 0.964000 0.0 0.1 0.0
H -7.011412 -2.168094 0.261229 0.1 0.0 0.0
H -6.356482 -0.624763 -0.361666 -0.1 0.0 0.1
H -5.709438 0.739906 3.094023 -0.1 0.0 0.0
H -4.912054 1.107522 1.554441 0.0 -0.1 0.2
H -3.986535 0.381000 2.921739 -0.1 -0.1 -0.1
H -7.752085 -1.874303 3.278401 -0.2 0.0 0.0
H -8.291654 -3.694876 4.846303 -0.1 0.0 0.0
H -6.571091 -5.368506 5.442694 0.0 0.0 0.1
H -4.272586 -5.136232 4.572141 0.0 -0.2 0.1
H -2.471703 -5.661702 2.466627 0.0 -0.1 0.1
H -1.715001 -4.644912 1.229191 0.0 0.1 0.1
H -3.445047 -5.071768 1.113856 0.0 0.1 0.0
H -1.528002 -3.815836 4.577709 0.0 -0.1 0.0
H -2.220004 -2.189222 4.700612 -0.1 0.0 -0.1
H -0.927496 -2.514850 3.522799 0.0 -0.1 -0.1
O -2.913998 -2.050229 1.794934 -0.7 0.5 -0.1
N -4.076333 -1.814472 0.854882 0.5 -0.3 -0.3
```
Forces are in eV/Å.

Results
Frontier orbital gap (spin up / spin down) (eV): 8.11 / 8.12
Expectation value of S²: 2.002
HOMO (spin up / spin down) (eV): -18.62 / -18.62
Strongest force on any atom (eV Å⁻¹): 1.39
E_tot (eV): -132997.936
Net charge: +4
E_LUMO (spin up / spin down) (eV): -10.51 / -10.50
2S+1: 3